# 1
# C4H4NO3

2 unconnected molecules or ions with the total composition C4H4NO3 in a non-equilibrium geometry (wB97M-V/def2-TZVPD, OMol25).

The geometry in XYZ format:
```
12
Properties=species:S:1:pos:R:3
C -1.52406 -1.43046 0.16130
C -1.20631 1.31789 0.02077
C 1.69957 0.06021 -0.37566
C -0.39113 -0.67089 0.39326
N -2.53161 -1.97650 -0.02520
O -1.16872 1.51002 -1.14749
O -1.45496 1.74475 1.10273
O 0.68883 -0.87971 -0.52880
H 1.30018 1.08212 -0.30787
H 2.34767 -0.00810 -1.25552
H 2.30167 -0.13173 0.53084
H -0.06112 -0.61761 1.43163
```

The charge is -1. As for the largest force on an atom: 2.43 eV/Å. The value obtained for the HOMO energy is -0.1173 Eh. Its energy above the lowest of the compared OMol25 structures with the same formula, charge and spin is 128.6 kJ/mol.

***

# 2
# C4H4NO3S2

A gas-phase ion, C4H4NO3S2 (charge -1) in a non-equilibrium geometry (wB97M-V/def2-TZVPD, OMol25).

The geometry in XYZ format:
```
14
Properties=species:S:1:pos:R:3
C -0.80155 -0.06536 -1.74268
C -0.56763 0.40526 -0.34930
N -1.28416 1.48245 0.13504
C -1.06343 1.69059 1.37291
S 0.04237 0.61355 2.14944
C 0.27074 -0.14552 0.57411
S 1.74200 -1.39786 0.52163
O 1.19556 -2.66137 0.06578
O 2.68305 -0.67558 -0.36781
O 2.05168 -1.40216 1.94870
H -0.97673 -1.11676 -1.80928
H -1.80263 0.26626 -2.06927
H -0.05712 0.37729 -2.29500
H -1.43216 2.62921 1.86574
```

The charge is -1. The SMILES is Cc1ncsc1S(=O)(=O)[O-]. As for the largest force on an atom: 3.04 eV/Å. The value obtained for the HOMO energy is -0.1980 Eh. Its energy above the lowest of the compared OMol25 structures with the same formula, charge and spin is 0.0 kJ/mol.

***

# 3
# C4H4NO4P

A molecular structure, C4H4NO4P in a non-equilibrium geometry (wB97M-V/def2-TZVPD, OMol25).

The geometry in XYZ format:
```
14
Properties=species:S:1:pos:R:3
C 1.64738 0.80451 -0.73550
C -1.75671 0.35546 -0.87946
C 1.97120 0.03460 0.58312
C 0.57120 0.60551 0.96514
N 0.48654 1.19836 -0.31530
O -3.22787 -1.71365 0.46905
O -2.20764 -2.52069 -1.70652
O 2.39369 1.03592 -1.63268
O -2.34209 1.31192 -0.62347
P -2.92328 -1.36325 -0.95510
H 2.14501 -1.00225 0.65762
H 2.94900 0.23507 1.17487
H -0.22816 -0.20309 1.08871
H 0.52176 1.22158 1.90953
```

The charge is -2. As for the largest force on an atom: 4.35 eV/Å. Its spin multiplicity is 3. The value obtained for the HOMO energy (spin up / spin down) is 0.0683 / -0.0224 Eh. Its expectation value of S² is 2.009.

***

# 4
# C4H4O

2 unconnected molecules or ions with the total composition C4H4O in a non-equilibrium geometry (wB97M-V/def2-TZVPD, OMol25).

The geometry in XYZ format:
```
9
Properties=species:S:1:pos:R:3
C 1.46271 0.22990 0.12589
C 2.38024 1.06850 -0.06646
C 0.09067 -0.35940 0.35481
C -1.09940 0.05164 -0.46450
O 1.02494 -1.10983 -0.13711
H -0.03081 -0.37631 2.00728
H -0.78824 -0.17601 -1.50943
H -1.14750 1.21942 -0.34004
H -1.89262 -0.54792 0.02955
```

The charge is 0. As for the largest force on an atom: 5.92 eV/Å. The value obtained for the HOMO energy is -0.3785 Eh. Its energy above the lowest of the compared OMol25 structures with the same formula, charge and spin is 745.4 kJ/mol.

***

# 5
# C4H4O

C4H4O in the gas phase (wB97M-V/def2-TZVPD, OMol25).

The geometry in XYZ format:
```
9
Properties=species:S:1:pos:R:3
C -1.77018 0.36538 -0.21374
C -0.35343 0.03721 -0.15860
C 0.81720 -0.23682 -0.05985
C 2.20962 -0.46287 0.26241
O 2.81354 0.25753 1.02443
H -1.93470 1.28982 -0.77502
H -2.14054 0.52633 0.80498
H -2.33774 -0.44383 -0.67700
H 2.69623 -1.33275 -0.20761
```

The charge is 0. The SMILES is CC#CC=O. As for the largest force on an atom: 0.57 eV/Å. The value obtained for the HOMO energy is -0.3780 Eh. Its energy above the lowest of the compared OMol25 structures with the same formula, charge and spin is 134.4 kJ/mol.

***

# 6
# C4H4O

2 unconnected molecules or ions with the total composition C4H4O in a non-equilibrium geometry (wB97M-V/def2-TZVPD, OMol25).

The geometry in XYZ format:
```
9
Properties=species:S:1:pos:R:3
C 1.56070 -1.59757 -0.73602
C 0.70157 -0.88935 -1.34877
C -0.99503 0.96787 1.78377
C 0.09806 0.13749 -1.75454
O -2.17434 1.09928 1.98365
H 2.29134 -2.34248 -0.92691
H -0.53463 1.87130 1.32218
H -0.37597 0.12106 2.00581
H -0.57170 0.63240 -2.32917
```

The charge is 0. As for the largest force on an atom: 2.81 eV/Å. The value obtained for the HOMO energy (spin up / spin down) is -0.3187 / -0.3180 Eh. Its energy above the lowest of the compared OMol25 structures with the same formula, charge and spin is 577.0 kJ/mol.

***

# 7
# C4H4O

C4H4O in the gas phase in a non-equilibrium geometry (wB97M-V/def2-TZVPD, OMol25).

The geometry in XYZ format:
```
9
Properties=species:S:1:pos:R:3
C -0.25462 1.39086 -0.05930
C 1.89671 0.55346 -0.01716
C 0.13168 -1.02380 -0.04408
C -0.81608 0.23304 -0.02524
O 1.48037 -0.60153 -0.00877
H -0.35035 2.41292 0.12226
H 0.05227 -1.49596 0.85689
H -0.19914 -1.56351 -0.95401
H -1.94085 0.09452 0.12940
```

The charge is 0. As for the largest force on an atom: 4.82 eV/Å. Its spin multiplicity is 3. The value obtained for the HOMO energy (spin up / spin down) is -0.2094 / -0.3963 Eh. Its energy above the lowest of the compared OMol25 structures with the same formula, charge and spin is 326.9 kJ/mol. Its expectation value of S² is 2.021.

***

# 8
# C4H4O2

C4H4O2 in the gas phase in a non-equilibrium geometry (wB97M-V/def2-TZVPD, OMol25).

The geometry in XYZ format:
```
10
Properties=species:S:1:pos:R:3
C 1.49664 -0.75872 0.10550
C 1.03053 0.35842 0.02315
C -0.06678 1.11331 -0.61135
O -1.08874 0.09636 -0.69063
C -0.96837 -0.62715 0.45758
O -0.69494 -0.13440 1.52559
H 1.59438 -1.69519 0.60746
H 0.26937 1.34880 -1.61864
H -0.45995 2.00197 -0.11156
H -1.11214 -1.70339 0.31290
```

The charge is 0. The SMILES is C#CCOC=O. As for the largest force on an atom: 1.75 eV/Å. The value obtained for the HOMO energy is -0.3685 Eh. Its energy above the lowest of the compared OMol25 structures with the same formula, charge and spin is 313.8 kJ/mol.

***

# 9
# C4H4O2

C4H4O2 in the gas phase (wB97M-V/def2-TZVPD, OMol25).

The geometry in XYZ format:
```
10
Properties=species:S:1:pos:R:3
C -1.72616 0.47131 0.08590
C -0.43393 0.65041 0.25504
O 0.51921 0.93836 1.16485
C 0.92375 0.40056 -0.13986
C 1.21024 -1.06597 -0.17058
O 1.52895 -1.63182 -1.18613
H -2.05302 0.04687 -0.85607
H -2.45548 0.71332 0.84793
H 1.48893 1.07088 -0.78258
H 0.99751 -1.59391 0.78149
```

The charge is 0. The SMILES is C=C1O[C@H]1C=O. As for the largest force on an atom: 0.55 eV/Å. The value obtained for the HOMO energy is -0.3657 Eh. Its energy above the lowest of the compared OMol25 structures with the same formula, charge and spin is 199.2 kJ/mol.

***

# 10
# C4H4O2

C4H4O2 in the gas phase in a non-equilibrium geometry (wB97M-V/def2-TZVPD, OMol25).

The geometry in XYZ format:
```
10
Properties=species:S:1:pos:R:3
O -1.01579 -1.68171 -1.61659
C -0.65657 -0.82906 -0.88578
C 0.80403 -0.44259 -0.74621
C 0.85404 0.46799 0.24749
C -0.53961 0.52861 0.86505
O -1.41173 -0.26827 0.06686
H 1.66355 -0.77236 -1.25847
H 1.70941 1.12073 0.46753
H -1.00972 1.62144 0.92287
H -0.39761 0.25524 1.93725
```

The charge is 0. The SMILES is O=C1C=CCO1. As for the largest force on an atom: 3.75 eV/Å. The value obtained for the HOMO energy is -0.3778 Eh. Its energy above the lowest of the compared OMol25 structures with the same formula, charge and spin is 33.1 kJ/mol.

***

# 11
# C4H4O2

C4H4O2 in the gas phase in a non-equilibrium geometry (wB97M-V/def2-TZVPD, OMol25).

The geometry in XYZ format:
```
10
Properties=species:S:1:pos:R:3
C -0.61190 -0.03514 -1.20989
C 0.43257 0.04227 -0.12891
O 1.52391 -0.77592 0.11615
C 0.73404 -0.57219 1.26734
C 0.41371 0.84203 1.03665
O -0.41612 1.97808 1.65112
H -1.35247 0.60607 -1.02520
H -0.86737 -1.02260 -1.34768
H -0.20193 0.34531 -2.27705
H 0.34556 -1.40790 1.91748
```

The charge is 0. The SMILES is C[C@]12O[C@H]1C2=O. As for the largest force on an atom: 9.30 eV/Å. The value obtained for the HOMO energy (spin up / spin down) is -0.3429 / -0.3429 Eh. Its energy above the lowest of the compared OMol25 structures with the same formula, charge and spin is 566.5 kJ/mol.

***

# 12
# C4H4O2

C4H4O2 in the gas phase (wB97M-V/def2-TZVPD, OMol25).

The geometry in XYZ format:
```
10
Properties=species:S:1:pos:R:3
O 2.24242 -0.55703 0.59681
C 1.16522 -0.07962 0.26198
C 1.24591 1.20381 -0.36361
C -1.30094 0.11087 -0.06883
O -0.85833 -1.09378 -0.65431
C -0.19805 -0.64966 0.52643
H -1.06193 1.01219 -0.64548
H 1.28078 1.15035 -1.46335
H -2.28682 0.11160 0.38749
H -0.33123 -1.26975 1.41123
```

The charge is 0. As for the largest force on an atom: 0.37 eV/Å. The value obtained for the HOMO energy (spin up / spin down) is -0.3642 / -0.3641 Eh. Its energy above the lowest of the compared OMol25 structures with the same formula, charge and spin is 485.8 kJ/mol.

***

# 13
# C4H4O2

C4H4O2 in the gas phase in a non-equilibrium geometry (wB97M-V/def2-TZVPD, OMol25).

The geometry in XYZ format:
```
10
Properties=species:S:1:pos:R:3
C -0.46058 -0.55786 0.08818
C 0.95924 -0.45501 -0.30517
O 2.03924 -0.19313 0.52983
C 1.99323 0.74788 -0.53094
C 1.53839 -0.12021 -1.59570
O 1.54363 -0.11896 -2.77816
H -0.57337 -1.00736 1.08988
H -1.05689 -1.06002 -0.74943
H -1.05049 0.38413 -0.00845
H 2.10645 1.84962 -0.25858
```

The charge is 0. The SMILES is C[C@]12O[C@H]1C2=O. As for the largest force on an atom: 2.49 eV/Å. The value obtained for the HOMO energy is -0.3297 Eh. Its energy above the lowest of the compared OMol25 structures with the same formula, charge and spin is 343.0 kJ/mol.

***

# 14
# C4H4O2

A molecular structure, C4H4O2 in a non-equilibrium geometry (wB97M-V/def2-TZVPD, OMol25).

The geometry in XYZ format:
```
10
Properties=species:S:1:pos:R:3
C 1.25573 1.02772 0.36811
C 0.75495 -0.12380 -0.12199
C 2.33215 0.31982 0.02892
C -1.96215 -0.63217 -0.13052
O 3.42089 -0.09215 -0.17304
O -0.14074 -0.93058 -0.36830
H 0.97861 2.06039 0.65445
H -2.21476 -0.03815 -1.07370
H -1.91362 -0.02916 0.71987
H -2.51106 -1.56193 0.09619
```

The charge is 0. As for the largest force on an atom: 4.47 eV/Å. The value obtained for the HOMO energy is -0.2919 Eh. Its energy above the lowest of the compared OMol25 structures with the same formula, charge and spin is 421.6 kJ/mol.

***

# 15
# C4H4O2

C4H4O2 in the gas phase in a non-equilibrium geometry (wB97M-V/def2-TZVPD, OMol25).

The geometry in XYZ format:
```
10
Properties=species:S:1:pos:R:3
O -0.69483 2.26656 -0.17744
C -0.88503 1.12117 -0.04969
C -1.16656 -0.19152 -0.13578
C 0.08949 -0.98553 -0.11133
C 1.09523 -0.03927 0.34402
O 1.08369 -0.33110 -1.03250
H -2.13497 -0.46791 -0.51906
H 0.13845 -2.06901 -0.03440
H 0.39748 0.74009 0.94545
H 2.07705 -0.04349 0.77073
```

The charge is 0. The SMILES is O=C=C[C@@H]1CO1. As for the largest force on an atom: 3.00 eV/Å. The value obtained for the HOMO energy is -0.3299 Eh. Its energy above the lowest of the compared OMol25 structures with the same formula, charge and spin is 341.9 kJ/mol.

***

# 16
# C4H4O2

2 unconnected molecules or ions with the total composition C4H4O2 in a non-equilibrium geometry (wB97M-V/def2-TZVPD, OMol25).

The geometry in XYZ format:
```
10
Properties=species:S:1:pos:R:3
O 1.69651 1.90689 -0.24665
C 1.49284 0.75696 0.04843
C 1.50528 -0.54238 -0.25231
O 1.73248 -1.58687 0.29306
C -0.84357 -0.45504 -0.44415
C -1.32524 0.27232 0.58881
H -0.44571 -0.11119 -1.37986
H -0.88294 -1.48303 -0.44072
H -1.68222 -0.16037 1.46176
H -1.24743 1.40272 0.37163
```

The charge is 0. The SMILES is O=C=C=O.C=C. As for the largest force on an atom: 6.53 eV/Å. The value obtained for the HOMO energy is -0.3197 Eh. Its energy above the lowest of the compared OMol25 structures with the same formula, charge and spin is 391.1 kJ/mol.

***

# 17
# C4H4O2Tm

A molecular structure, C4H4O2Tm in a non-equilibrium geometry (wB97M-V/def2-TZVPD, OMol25).

The geometry in XYZ format:
```
11
Properties=species:S:1:pos:R:3
H -1.90535 -0.43730 2.27264
O -2.09571 -1.30068 1.83926
C -1.71322 -1.25337 0.55448
C -0.53878 -0.83047 0.13060
C 0.63985 -0.51986 -0.38762
C 0.99192 0.87856 -0.54194
O 2.06975 1.23976 -1.01627
Tm 3.46646 3.24012 -1.78136
H -2.53245 -1.36925 -0.15992
H 1.37594 -1.27297 -0.68444
H 0.24160 1.62547 -0.22543
```

The charge is +2. As for the largest force on an atom: 5.97 eV/Å. Its spin multiplicity is 4. The value obtained for the HOMO energy (spin up / spin down) is -0.4853 / -0.6269 Eh. Its energy above the lowest of the compared OMol25 structures with the same formula, charge and spin is 0.0 kJ/mol. Its expectation value of S² is 3.776.

***

# 18
# C4H4O3

C4H4O3 in the gas phase in a non-equilibrium geometry (wB97M-V/def2-TZVPD, OMol25).

The geometry in XYZ format:
```
11
Properties=species:S:1:pos:R:3
C -1.94712 0.09898 -0.49427
C -0.64361 -0.09662 -0.56359
O 0.13547 -1.23476 -0.52300
C 0.65304 -0.61352 0.69548
O 0.31688 -0.85766 1.81376
C 1.85113 0.26180 0.31582
O 1.83547 1.15931 -0.48363
H -2.20249 1.06689 -0.06804
H -2.68807 -0.55876 -0.90854
H -0.07434 0.81824 -0.62785
H 2.76364 -0.04390 0.84385
```

The charge is 0. As for the largest force on an atom: 1.60 eV/Å. The value obtained for the HOMO energy is -0.3595 Eh. Its energy above the lowest of the compared OMol25 structures with the same formula, charge and spin is 344.0 kJ/mol.

***

# 19
# C4H4O3

A molecular structure, C4H4O3 (wB97M-V/def2-TZVPD, OMol25).

The geometry in XYZ format:
```
11
Properties=species:S:1:pos:R:3
O -1.81346 1.32889 1.08231
C -0.80451 1.45707 0.42896
C -0.00923 0.28354 0.01487
C -0.29224 -1.18099 0.28733
O 0.85975 -1.54338 -0.52073
C 1.23710 -0.19492 -0.60741
O 0.34305 0.46173 -1.41591
H -0.51548 2.40378 -0.05688
H -0.03574 -1.45038 1.31755
H -1.26157 -1.60853 0.02686
H 2.29231 0.04318 -0.55694
```

The charge is 0. As for the largest force on an atom: 0.65 eV/Å. The value obtained for the HOMO energy is -0.3886 Eh. Its energy above the lowest of the compared OMol25 structures with the same formula, charge and spin is 328.1 kJ/mol.

***

# 20
# C4H4O3

C4H4O3 in the gas phase in a non-equilibrium geometry (wB97M-V/def2-TZVPD, OMol25).

The geometry in XYZ format:
```
11
Properties=species:S:1:pos:R:3
C 2.44714 -0.46487 0.03273
C 1.03011 0.06977 -0.13232
C 0.48553 1.24349 -0.03880
O -0.91968 1.03683 0.06222
C -1.21118 -0.27522 0.06210
O -2.33798 -0.63273 -0.03016
O 0.05238 -0.87740 -0.01766
H 2.88995 -0.29889 1.08799
H 2.40518 -1.61018 -0.02283
H 3.10591 0.00811 -0.74051
H 0.73156 2.24832 0.01802
```

The charge is 0. The SMILES is Cc1coc(=O)o1. As for the largest force on an atom: 3.00 eV/Å. The value obtained for the HOMO energy is -0.3496 Eh. Its energy above the lowest of the compared OMol25 structures with the same formula, charge and spin is 94.0 kJ/mol.